Entry 1:
{
  "formula": "C22H23Cl3GeN6O2PtS",
  "method": "wB97M-V/def2-TZVPD",
  "symbols": ["Pt", "C", "C", "N", "N", "C", "S", "N", "N", "H", "H", "H", "H", "H", "H", "C", "C", "N", "O", "C", "C", "N", "O", "H", "H", "H", "H", "H", "H", "H", "Cl", "Ge", "Cl", "Cl", "C", "C", "C", "C", "C", "C", "C", "C", "C", "C", "C", "C", "C", "C", "C", "H", "H", "H", "H", "H", "H", "H", "H", "H", "H"],
  "positions_angstrom": [[1.445, -1.004, 1.525], [-2.858, -5.073, 1.428], [-1.507, -4.993, 0.832], [-0.957, -5.872, 0.075], [0.247, -5.354, -0.281], [0.473, -4.138, 0.241], [1.836, -3.206, -0.023], [-0.663, -3.893, 0.974], [-0.857, -2.773, 1.753], [-3.304, -6.032, 1.178], [-3.493, -4.281, 1.028], [-2.826, -4.971, 2.513], [0.871, -5.876, -0.873], [-1.624, -2.211, 1.402], [-1.011, -3.030, 2.721], [1.046, 3.225, 2.812], [1.581, 1.839, 2.681], [0.903, 0.778, 2.963], [-0.437, 0.979, 3.279], [2.950, 1.622, 2.224], [3.948, 2.735, 2.130], [3.255, 0.401, 1.921], [4.416, -0.009, 1.557], [0.025, 3.202, 3.181], [1.060, 3.715, 1.837], [1.664, 3.812, 3.491], [-0.639, 0.322, 3.954], [3.502, 3.617, 1.671], [4.791, 2.399, 1.531], [4.313, 3.013, 3.121], [5.167, -2.944, 0.641], [4.962, -1.821, 2.481], [2.734, -2.214, 3.161], [5.970, -3.125, 3.977], [0.407, -0.201, 0.081], [-0.240, 0.324, -0.823], [-0.937, 1.025, -1.782], [-1.500, 0.365, -2.928], [-1.144, -0.970, -3.203], [-1.665, -1.629, -4.294], [-2.561, -0.983, -5.140], [-2.946, 0.324, -4.868], [-2.433, 0.989, -3.775], [-1.028, 2.467, -1.556], [-0.932, 3.374, -2.620], [-1.081, 4.730, -2.398], [-1.310, 5.205, -1.114], [-1.342, 4.319, -0.044], [-1.186, 2.964, -0.255], [-0.435, -1.462, -2.549], [-1.368, -2.648, -4.500], [-2.958, -1.497, -6.005], [-3.652, 0.821, -5.519], [-2.776, 1.991, -3.562], [-0.712, 3.019, -3.617], [-1.005, 5.417, -3.229], [-1.446, 6.264, -0.942], [-1.505, 4.683, 0.962], [-1.228, 2.271, 0.576]],
  "nbo_charge": [0.780, -0.666, 0.358, -0.236, -0.363, 0.225, -0.065, -0.235, -0.616, 0.268, 0.237, 0.238, 0.440, 0.381, 0.382, -0.693, 0.275, -0.189, -0.567, 0.108, -0.673, -0.112, -0.579, 0.252, 0.245, 0.251, 0.484, 0.226, 0.257, 0.237, -0.429, 1.280, -0.399, -0.423, -0.032, -0.199, 0.140, -0.072, -0.151, -0.208, -0.127, -0.222, -0.143, -0.047, -0.174, -0.212, -0.155, -0.206, -0.184, 0.235, 0.230, 0.232, 0.234, 0.231, 0.228, 0.233, 0.231, 0.227, 0.232],
  "s2": 0.765,
  "e_lumo_ev": [-4.9, -4.9],
  "relative_energy_kj_mol": 337.44,
  "e_tot_ev": -144378.155,
  "fmax_ev_per_a": 2.38,
  "total_charge": 1,
  "spin_multiplicity": 2,
  "orbital_gap_ev": [4.64, 5.20]
}

---

Entry 2:
{
  "formula": "C22H23Cl3GeN6O2PtS",
  "method": "wB97M-V/def2-TZVPD",
  "symbols": ["Pt", "C", "C", "N", "N", "C", "S", "N", "N", "H", "H", "H", "H", "H", "H", "C", "C", "N", "O", "C", "C", "N", "O", "H", "H", "H", "H", "H", "H", "H", "Cl", "Ge", "Cl", "Cl", "C", "C", "C", "C", "C", "C", "C", "C", "C", "C", "C", "C", "C", "C", "C", "H", "H", "H", "H", "H", "H", "H", "H", "H", "H"],
  "positions_angstrom": [[0.010, -0.109, 0.174], [5.205, 0.255, 1.680], [3.925, 0.481, 2.383], [3.767, 1.047, 3.536], [2.425, 1.051, 3.746], [1.734, 0.505, 2.751], [0.055, 0.327, 2.625], [2.696, 0.121, 1.864], [2.425, -0.524, 0.661], [6.010, 0.653, 2.291], [5.208, 0.767, 0.716], [5.380, -0.808, 1.514], [2.042, 1.476, 4.577], [2.734, -1.491, 0.699], [2.860, -0.008, -0.107], [-1.831, 0.406, -4.022], [-1.508, 0.361, -2.569], [-0.283, 0.440, -2.122], [0.651, 0.538, -3.087], [-2.521, 0.244, -1.570], [-3.938, -0.025, -1.892], [-2.112, 0.379, -0.254], [-2.987, 0.345, 0.610], [-1.158, 1.090, -4.535], [-2.858, 0.723, -4.176], [-1.707, -0.587, -4.457], [1.449, 0.878, -2.640], [-4.013, -0.700, -2.743], [-4.438, 0.913, -2.156], [-4.459, -0.445, -1.037], [1.764, 3.531, 1.549], [0.908, 2.309, -0.014], [2.788, 1.957, -1.307], [-0.209, 3.688, -1.266], [-0.457, -1.997, -0.243], [-1.329, -2.729, -0.761], [-2.290, -3.533, -1.325], [-3.256, -4.204, -0.466], [-3.544, -3.690, 0.805], [-4.428, -4.346, 1.641], [-5.034, -5.526, 1.226], [-4.750, -6.047, -0.029], [-3.870, -5.395, -0.874], [-2.303, -3.586, -2.789], [-3.510, -3.683, -3.489], [-3.518, -3.675, -4.873], [-2.327, -3.579, -5.582], [-1.123, -3.484, -4.896], [-1.109, -3.478, -3.512], [-3.087, -2.761, 1.125], [-4.650, -3.936, 2.617], [-5.724, -6.039, 1.881], [-5.211, -6.972, -0.349], [-3.634, -5.819, -1.840], [-4.443, -3.747, -2.944], [-4.459, -3.749, -5.402], [-2.337, -3.589, -6.663], [-0.190, -3.429, -5.441], [-0.168, -3.425, -2.980]],
  "nbo_charge": [0.873, -0.674, 0.379, -0.215, -0.333, 0.243, -0.005, -0.236, -0.633, 0.274, 0.253, 0.243, 0.449, 0.407, 0.424, -0.679, 0.165, -0.068, -0.500, 0.283, -0.707, -0.021, -0.243, 0.264, 0.239, 0.265, 0.508, 0.254, 0.267, 0.270, -0.406, 0.861, -0.508, -0.400, -0.432, 0.132, -0.149, -0.001, -0.217, -0.191, -0.188, -0.205, -0.200, -0.090, -0.150, -0.223, -0.199, -0.211, -0.196, 0.216, 0.222, 0.224, 0.225, 0.223, 0.219, 0.226, 0.227, 0.225, 0.221],
  "s2": 8.860,
  "e_lumo_ev": [-3.7, -6.3],
  "relative_energy_kj_mol": 49.54,
  "e_tot_ev": -144377.011,
  "fmax_ev_per_a": 0.86,
  "total_charge": 1,
  "spin_multiplicity": 6,
  "orbital_gap_ev": [5.65, 5.15]
}

---

Entry 3:
{
  "formula": "C22H23ClN4O3",
  "method": "wB97M-V/def2-TZVPD",
  "symbols": ["C", "H", "O", "C", "C", "C", "C", "C", "C", "H", "H", "C", "N", "O", "C", "N", "N", "C", "H", "C", "H", "H", "C", "C", "O", "N", "H", "C", "C", "C", "C", "C", "C", "C", "Cl", "H", "H", "H", "H", "H", "H", "C", "H", "C", "H", "H", "H", "H", "H", "H", "H", "H", "H"],
  "positions_angstrom": [[10.169, 1.208, -0.129], [11.033, 1.946, -0.434], [9.043, 1.946, -0.437], [7.793, 1.117, -0.238], [7.706, -0.362, 0.032], [6.401, -0.889, 0.408], [5.183, -0.232, 0.305], [5.310, 1.252, -0.381], [6.495, 1.875, -0.525], [6.652, 2.836, -0.746], [4.351, 1.964, -0.409], [3.886, -0.658, 0.216], [3.876, -2.181, 0.577], [2.511, -2.126, 0.776], [1.914, -1.060, 0.248], [2.731, -0.144, 0.235], [0.635, -1.109, 0.357], [-0.063, 0.278, 0.116], [0.838, 1.212, 0.097], [-1.223, 0.569, 1.113], [-1.646, 1.523, 0.795], [-0.951, 0.509, 2.176], [-2.289, -0.416, 0.762], [-3.275, 0.086, -0.196], [-3.046, 0.023, -1.799], [-4.110, 0.844, 0.110], [-4.339, 0.701, 1.112], [-5.152, 1.599, -0.766], [-6.577, 0.655, -0.561], [-6.891, -0.127, -1.668], [-8.105, -0.679, -1.728], [-8.933, -0.749, -0.666], [-8.460, 0.079, 0.561], [-7.318, 0.605, 0.444], [-6.830, 1.608, 1.842], [-9.050, 0.297, 1.473], [-9.805, -1.260, -0.657], [-8.432, -1.370, -2.252], [-6.325, -0.100, -2.606], [-5.447, 2.604, -0.325], [-4.710, 1.333, -1.589], [-1.792, -1.765, 0.443], [-1.716, -1.842, -0.857], [-0.293, -2.181, 0.768], [-0.362, -2.035, 1.767], [0.334, -3.040, 0.353], [-2.191, -2.796, 0.533], [-2.729, -0.854, 1.656], [-0.362, 0.453, -1.102], [6.271, -1.769, 0.712], [8.608, -0.702, 0.312], [10.264, 0.403, -0.946], [10.420, 0.926, 0.720]],
  "nbo_charge": [-0.224, 0.182, -0.502, 0.346, -0.309, -0.121, -0.090, -0.163, -0.268, 0.210, 0.228, 0.318, -0.225, -0.344, 0.691, -0.554, -0.407, -0.270, 0.260, -0.428, 0.238, 0.232, -0.362, 0.661, -0.831, -0.508, 0.399, -0.183, -0.041, -0.161, -0.241, -0.127, -0.206, -0.056, -0.082, 0.241, 0.206, 0.205, 0.238, 0.247, 0.258, -0.439, 0.246, -0.206, 0.175, 0.261, 0.259, 0.245, 0.262, 0.204, 0.208, 0.166, 0.158],
  "e_lumo_ev": 0.2,
  "relative_energy_kj_mol": 2021.37,
  "e_tot_ev": -47793.342,
  "fmax_ev_per_a": 16.18,
  "spin_multiplicity": 1,
  "orbital_gap_ev": 7.36
}